Entry 1:
76
Properties=species:S:1:pos:R:3 method="wB97M-V/def2-TZVPD" multiplicity=2 s_squared=0.754 e_lumo_ev="-6.54 / -12.06" fmax_ev_per_a=3.8 homo_energy_ev="-15.5 / -15.5" charge=+2
H 3.0405 0.7068 4.2510
H 1.7824 3.5421 -0.2999
H -3.2436 -1.9327 1.2476
P 2.8405 -2.6895 -0.1584
C 2.9076 1.3394 0.6112
F 2.4109 -2.9366 -1.7156
H 2.2491 3.6119 -3.3475
H 3.0876 -0.9908 4.3235
C -0.8267 -3.1338 -1.3774
N -0.4737 0.4164 -1.8403
H 0.2540 -2.9916 -1.3721
O 0.5962 2.2816 -3.5449
O -0.2656 -1.9814 2.3475
H -5.6632 -0.9267 1.0133
C -0.7000 4.7054 0.1606
C 1.4171 -0.4009 3.1470
C -0.8900 -3.2431 2.4807
H 1.8287 -0.0749 5.2596
H 1.1787 -2.4639 3.6234
H 1.0481 -0.9005 -2.4893
H -1.7729 -3.1017 3.1042
N -1.2223 2.4245 0.7865
H -0.3353 2.8820 -1.0622
F 1.6206 -1.5742 -0.1012
H -3.3523 -3.0789 -0.8419
C -2.9260 -2.0774 -0.8999
F 3.3087 -2.3056 1.3352
H -0.7115 4.9781 1.2158
H 2.0633 0.7865 -4.0418
H 1.2986 3.2344 1.3711
H -0.0733 -1.4199 4.3058
N 0.5652 0.7668 3.0529
O -1.5287 -2.0929 -0.6965
H -1.1371 -3.1650 -2.4218
C 1.1499 2.9237 0.3369
H 3.1590 1.5902 1.6418
H -0.9660 -4.1647 -1.0520
H 3.5309 2.0048 0.0138
H -1.1353 -1.2310 -3.5326
H -0.5275 1.4062 -2.0341
C -0.2804 3.2174 -0.0266
C -0.4302 -0.5095 -3.9453
C -5.0574 -1.3584 0.2165
H -3.2027 -1.6623 -1.8690
F 3.8512 -1.5353 -0.7073
H -5.4489 -2.3420 -0.0427
O 1.5228 1.5349 0.2793
H 2.0439 1.4605 -2.4135
H -0.1484 0.6066 3.7495
C 1.4477 3.3143 -4.0237
H -2.1355 2.8561 0.7880
C 0.5143 -1.6262 3.4112
F 4.1047 -3.6998 -0.2839
H 1.9737 -0.5599 2.2235
H 0.0021 5.3703 -0.3424
H 2.0069 3.0200 -4.9118
H -0.9901 0.3324 -4.3524
C 0.4474 -0.0548 -2.8240
H -3.3232 0.6017 -0.1838
H -1.1871 -3.6516 1.5148
H -0.2311 -3.9905 2.9227
H -5.3531 -0.7422 -0.6326
C 2.3828 -0.1593 4.3247
H -1.4142 0.1510 -2.0955
H 0.0511 -1.0860 -4.7353
H 0.8073 4.1804 -4.1904
C -3.5480 -1.4238 0.3330
H -3.5126 0.4171 1.2936
Be -0.4828 -0.0685 0.7449
H 3.3482 0.3489 0.4978
H -1.0029 2.7183 1.7275
F 1.9136 -3.9511 0.3766
C 1.4121 1.1183 -3.2331
H -1.6701 4.8964 -0.2982
H 1.0368 1.6006 3.3730
N -3.0342 -0.0467 0.5346

=====

Entry 2:
13
Properties=species:S:1:pos:R:3 method="wB97M-V/def2-TZVPD" multiplicity=1 e_lumo_ev=-5.94 de_lowest_ev=4.0597 smiles="C/N=C(/C)C#[NH+]" fmax_ev_per_a=6.2 homo_energy_ev=-15.1 charge=+1
H 0.1945 -2.5204 -0.9532
H 0.4172 -2.5392 0.7364
H 2.2472 1.3867 -0.4761
H -3.1711 1.0401 -0.0656
N -2.1284 1.0748 -0.1800
H 1.4638 1.3957 1.1369
C -0.0470 -2.0665 -0.0042
H 0.8551 2.4902 -0.1078
H -1.1668 -1.9389 0.1420
C -1.0000 0.7293 -0.0848
C 0.3409 0.3274 -0.1226
N 0.7110 -0.9096 -0.0736
C 1.2837 1.5305 0.0525